C17H68O17 | ωB97M-V with the def2-TZVPD basis set

Bonds (Å) are listed after each position.
Cartesian coordinates (Å):
1 C 21.957 8.899 -14.562  O2 1.416, H3 1.090, H4 1.090, H5 1.090
2 O 23.152 8.179 -14.321  C1 1.416, H6 0.960
3 H 21.150 8.791 -13.838  C1 1.090
4 H 22.148 9.961 -14.405  C1 1.090
5 H 21.507 8.831 -15.552  C1 1.090
6 H 22.913 7.401 -13.812  O2 0.960
7 C 19.020 6.414 -16.353  O8 1.397, H9 1.090, H10 1.090, H11 1.090
8 O 18.323 7.561 -16.739  C7 1.397, H12 0.960
9 H 19.571 6.057 -17.224  C7 1.090
10 H 19.771 6.637 -15.596  C7 1.090
11 H 18.418 5.620 -15.911  C7 1.090
12 H 17.467 7.450 -16.319  O8 0.960
13 C 19.349 13.761 -16.708  O14 1.447, H15 1.090, H16 1.090, H17 1.090
14 O 18.444 12.648 -16.892  C13 1.447, H18 0.960
15 H 20.102 13.412 -17.415  C13 1.090
16 H 19.026 14.749 -17.035  C13 1.090
17 H 19.792 13.934 -15.727  C13 1.090
18 H 18.815 11.763 -16.921  O14 0.960
19 C 24.775 7.934 -20.474  O20 1.440, H21 1.090, H22 1.090, H23 1.090
20 O 24.008 8.497 -19.393  C19 1.440, H24 0.960
21 H 24.156 8.099 -21.356  C19 1.090
22 H 25.669 8.537 -20.636  C19 1.090
23 H 25.229 6.949 -20.371  C19 1.090
24 H 23.733 9.411 -19.492  O20 0.960
25 C 18.514 10.657 -22.887  O26 1.408, H27 1.090, H28 1.090, H29 1.090
26 O 19.182 11.722 -23.520  C25 1.408, H30 0.960
27 H 19.086 9.744 -23.049  C25 1.090
28 H 18.592 10.875 -21.821  C25 1.090
29 H 17.497 10.454 -23.222  C25 1.090
30 H 18.921 12.596 -23.222  O26 0.960
31 C 14.875 9.271 -19.136  O32 1.368, H33 1.090, H34 1.090, H35 1.090
32 O 15.163 8.233 -18.294  C31 1.368, H36 0.960
33 H 14.020 9.005 -19.758  C31 1.090
34 H 14.665 10.154 -18.533  C31 1.090
35 H 15.807 9.443 -19.675  C31 1.090
36 H 15.665 7.527 -18.708  O32 0.960
37 C 20.081 10.208 -18.203  O38 1.460, H39 1.090, H40 1.090, H41 1.090
38 O 19.542 10.153 -16.848  C37 1.460, H42 0.960
39 H 19.541 10.934 -18.812  C37 1.090
40 H 21.126 10.477 -18.053  C37 1.090
41 H 20.098 9.256 -18.734  C37 1.090
42 H 19.112 9.306 -16.707  O38 0.960
43 C 18.429 14.211 -20.635  O44 1.435, H45 1.090, H46 1.090, H47 1.090
44 O 18.349 13.809 -22.010  C43 1.435, H48 0.960
45 H 19.105 15.051 -20.475  C43 1.090
46 H 17.453 14.490 -20.240  C43 1.090
47 H 18.737 13.324 -20.080  C43 1.090
48 H 17.737 14.458 -22.364  O44 0.960
49 C 16.014 10.405 -15.778  O50 1.362, H51 1.090, H52 1.090, H53 1.090
50 O 14.989 9.520 -15.915  C49 1.362, H54 0.960
51 H 15.724 11.423 -15.518  C49 1.090
52 H 16.639 10.044 -14.961  C49 1.090
53 H 16.641 10.368 -16.669  C49 1.090
54 H 15.092 8.973 -16.698  O50 0.960
55 C 24.909 10.833 -15.227  O56 1.428, H57 1.090, H58 1.090, H59 1.090
56 O 25.231 9.892 -14.203  C55 1.428, H60 0.960
57 H 24.314 10.490 -16.074  C55 1.090
58 H 24.268 11.687 -15.004  C55 1.090
59 H 25.889 11.146 -15.585  C55 1.090
60 H 24.512 9.273 -14.053  O56 0.960
61 C 23.193 15.950 -17.736  O62 1.410, H63 1.090, H64 1.090, H65 1.090
62 O 23.721 15.990 -16.430  C61 1.410, H66 0.960
63 H 24.002 15.704 -18.424  C61 1.090
64 H 22.393 15.219 -17.860  C61 1.090
65 H 22.814 16.907 -18.095  C61 1.090
66 H 23.012 15.892 -15.790  O62 0.960
67 C 23.078 11.458 -22.912  O68 1.387, H69 1.090, H70 1.090, H71 1.090
68 O 23.695 12.179 -23.923  C67 1.387, H72 0.960
69 H 23.683 10.642 -22.516  C67 1.090
70 H 23.027 12.174 -22.092  C67 1.090
71 H 22.076 11.115 -23.172  C67 1.090
72 H 24.653 12.149 -23.877  O68 0.960
73 C 14.837 13.564 -17.029  O74 1.447, H75 1.090, H76 1.090, H77 1.090
74 O 16.160 14.102 -17.265  C73 1.447, H78 0.960
75 H 14.736 12.592 -17.514  C73 1.090
76 H 14.652 13.528 -15.956  C73 1.090
77 H 14.176 14.224 -17.591  C73 1.090
78 H 16.764 13.484 -16.847  O74 0.960
79 C 22.482 6.309 -17.648  O80 1.461, H81 1.090, H82 1.090, H83 1.090
80 O 22.517 5.377 -16.523  C79 1.461, H84 0.960
81 H 21.553 6.288 -18.219  C79 1.090
82 H 22.630 7.306 -17.234  C79 1.090
83 H 23.335 6.085 -18.288  C79 1.090
84 H 22.133 5.810 -15.757  O80 0.960
85 C 17.908 6.938 -20.087  O86 1.377, H87 1.090, H88 1.090, H89 1.090
86 O 16.966 6.220 -19.385  C85 1.377, H90 0.960
87 H 18.928 6.655 -19.827  C85 1.090
88 H 17.826 6.645 -21.133  C85 1.090
89 H 17.750 8.016 -20.138  C85 1.090
90 H 17.105 5.272 -19.319  O86 0.960
91 C 23.034 12.373 -19.215  O92 1.429, H93 1.090, H94 1.090, H95 1.090
92 O 23.808 11.177 -19.335  C91 1.429, H96 0.960
93 H 22.944 12.618 -18.157  C91 1.090
94 H 23.375 13.314 -19.646  C91 1.090
95 H 22.060 12.307 -19.699  C91 1.090
96 H 24.620 11.508 -19.726  O92 0.960
97 C 15.024 5.685 -15.516  O98 1.381, H99 1.090, H100 1.090, H101 1.090
98 O 15.721 6.869 -15.365  C97 1.381, H102 0.960
99 H 15.466 4.801 -15.057  C97 1.090
100 H 13.964 5.731 -15.269  C97 1.090
101 H 15.113 5.600 -16.599  C97 1.090
102 H 15.140 7.619 -15.510  O98 0.960

Values from the calculation:
net charge = 0
max |F| = 3.0 eV Å⁻¹
Kohn-Sham gap = 9.84 eV
E_tot = -53530.00773 eV